1.
{"formula": "C5H10O", "method": "ωB97M-V/def2-TZVPD", "multiplicity": 1, "e_above_lowest_ev": 1.670, "smiles": "C=C/C=C/C.O", "homo_lumo_gap_ha": 0.347, "energy_ha": -271.6913, "species": ["C", "C", "C", "C", "C", "H", "H", "H", "H", "H", "H", "H", "H", "H", "H", "O"], "coordinates": [[-0.21776, -1.94084, -2.16886], [0.19220, -0.84478, -1.23895], [-0.55353, -0.35569, -0.26160], [-0.30998, 0.88749, 0.46998], [-1.32841, 1.50769, 1.05147], [-1.22413, -2.25386, -1.92929], [-0.19084, -1.57168, -3.19295], [0.46504, -2.78240, -2.09318], [1.11702, -0.32513, -1.50700], [-1.53919, -0.81210, -0.17292], [0.74736, 1.10628, 0.50918], [-1.37797, 2.56138, 1.30885], [-2.25313, 0.95298, 1.07977], [2.34228, 0.58294, 2.45875], [1.83027, 1.73631, 3.25989], [2.30078, 1.55140, 2.42684]], "forces_ev_per_a": [[0.18, 0.33, 0.32], [0.74, 0.48, -0.51], [-0.87, -0.29, -0.08], [0.38, -1.24, -0.01], [-0.16, 0.46, -0.38], [-0.26, -0.28, -0.05], [-0.02, -0.09, -0.12], [0.03, -0.21, -0.08], [0.00, -0.19, 0.25], [-0.04, 0.03, 0.36], [-0.06, 1.11, -0.16], [0.42, -0.30, 0.58], [-0.41, 0.20, -0.15], [0.13, 0.26, -0.26], [0.22, 0.21, -0.51], [-0.30, -0.48, 0.79]], "nbo_charge": [-0.637, -0.155, -0.236, -0.206, -0.395, 0.208, 0.216, 0.216, 0.187, 0.185, 0.222, 0.205, 0.184, 0.467, 0.469, -0.933]}



2.
{"formula": "C30H42BF3N6O4ReS", "method": "ωB97M-V/def2-TZVPD", "charge": 1, "multiplicity": 1, "e_above_lowest_ev": 0.000, "homo_lumo_gap_ha": 0.275, "energy_ha": -2598.6233, "species": ["Re", "C", "C", "C", "C", "C", "C", "N", "N", "B", "N", "C", "C", "C", "N", "C", "C", "C", "N", "C", "C", "C", "N", "C", "C", "C", "H", "H", "H", "H", "H", "H", "H", "H", "H", "H", "H", "H", "H", "H", "H", "H", "H", "H", "H", "H", "H", "H", "H", "H", "H", "H", "H", "H", "F", "C", "F", "F", "S", "O", "O", "O", "C", "C", "C", "C", "O", "H", "H", "H", "H", "H", "H", "H", "H", "H", "C", "C", "C", "C", "C", "C", "C", "H", "H", "H", "H", "H"], "coordinates": [[-0.12803, 0.14733, 0.05919], [-1.05385, -2.86431, 3.78742], [-1.46505, -1.62700, 2.99060], [-2.56473, -0.85068, 3.73004], [-1.97411, -1.94678, 1.61950], [-2.95794, -2.86770, 1.22985], [-3.17356, -2.63292, -0.10605], [-2.35564, -1.64882, -0.52259], [-1.61685, -1.23960, 0.54973], [-2.65079, -0.62139, -1.64486], [-1.42204, -0.23558, -2.52895], [-1.50844, 0.01563, -3.84814], [-0.57277, 0.95583, -4.19246], [0.07704, 1.29897, -2.99559], [-0.43187, 0.55887, -2.00990], [1.05181, 2.43428, -2.82691], [2.21448, 2.37906, -3.81526], [1.53032, 2.61505, -1.39821], [-3.01346, 0.68115, -0.88650], [-4.11467, 1.43618, -0.77684], [-3.84197, 2.48625, 0.07656], [-2.50833, 2.31214, 0.46994], [-2.03546, 1.21522, -0.12762], [-1.65350, 3.13852, 1.38671], [-1.78836, 2.69200, 2.84327], [-1.96336, 4.62595, 1.23134], [-0.94828, -2.60801, 4.84246], [-0.11087, -3.28111, 3.44160], [-1.81109, -3.64632, 3.71356], [-0.59364, -0.97731, 2.86273], [-3.40143, -1.51404, 3.95779], [-2.94935, -0.02376, 3.13142], [-2.18116, -0.45499, 4.67173], [-3.43885, -3.60631, 1.84818], [-3.87391, -3.07681, -0.79560], [-3.53987, -1.00584, -2.33855], [-2.26132, -0.48165, -4.43872], [-0.38254, 1.36706, -5.16962], [0.45615, 3.31638, -3.08795], [2.86813, 1.53542, -3.61222], [2.80176, 3.29515, -3.74198], [1.86254, 2.28991, -4.84328], [2.13875, 1.76816, -1.06930], [0.69304, 2.75165, -0.70912], [2.16157, 3.50120, -1.31617], [-5.00940, 1.17625, -1.31988], [-4.50893, 3.28096, 0.36373], [-0.60995, 2.97619, 1.09492], [-2.82057, 2.79031, 3.18596], [-1.15855, 3.30936, 3.48625], [-1.48574, 1.65065, 2.97159], [-2.96778, 4.85379, 1.59442], [-1.90206, 4.94253, 0.18947], [-1.26037, 5.22075, 1.81514], [3.23773, -3.55947, -0.57552], [2.32199, -4.44358, -0.19265], [2.87897, -5.33454, 0.61187], [1.81400, -5.05180, -1.25387], [0.97682, -3.59637, 0.75125], [0.27112, -2.75846, -0.36780], [0.07467, -4.61529, 1.14331], [1.62108, -2.73208, 1.68334], [1.83322, 0.08856, 3.43928], [2.24802, 0.74075, 2.13688], [2.60325, 2.20626, 2.33042], [3.32894, -0.02164, 1.40539], [1.05152, 0.78991, 1.26165], [2.68424, 0.09393, 4.12311], [1.53144, -0.94290, 3.28336], [1.02186, 0.64866, 3.90717], [3.47990, 2.28677, 2.97598], [1.78047, 2.74215, 2.80483], [2.83686, 2.68018, 1.37649], [4.19897, -0.11417, 2.05815], [3.64327, 0.51634, 0.50852], [2.99155, -1.02332, 1.13895], [0.64406, -1.40592, -0.73089], [1.41359, -1.53593, -1.99162], [2.62547, -0.87277, -2.15140], [3.37305, -1.04345, -3.30791], [2.89642, -1.84808, -4.33012], [1.67815, -2.50192, -4.18607], [0.95018, -2.36497, -3.01827], [3.00728, -0.26219, -1.34173], [4.33515, -0.55626, -3.40501], [3.47751, -1.97859, -5.23418], [1.30708, -3.13640, -4.98067], [0.01700, -2.90061, -2.89508]], "forces_ev_per_a": [[0.18, -0.06, 0.02], [0.03, -0.03, 0.03], [-0.03, -0.01, -0.01], [-0.02, -0.02, -0.01], [0.05, -0.03, -0.04], [0.01, -0.04, 0.02], [-0.04, 0.03, -0.03], [0.13, -0.02, 0.09], [-0.10, -0.10, 0.01], [-0.10, 0.01, -0.08], [0.03, 0.08, 0.07], [-0.04, -0.02, 0.01], [0.05, -0.02, -0.05], [0.01, -0.03, 0.03], [0.03, 0.05, -0.17], [-0.09, 0.02, -0.01], [-0.03, 0.02, -0.07], [0.13, -0.07, 0.05], [0.02, 0.07, 0.00], [0.00, -0.06, -0.04], [-0.02, 0.06, 0.02], [0.00, -0.04, -0.04], [-0.16, 0.22, 0.19], [0.02, 0.06, -0.02], [-0.02, -0.03, 0.02], [-0.02, 0.02, 0.02], [0.02, 0.03, -0.02], [-0.05, 0.00, 0.00], [-0.02, 0.02, 0.02], [0.00, 0.04, 0.05], [0.01, 0.00, 0.00], [0.00, -0.01, 0.01], [-0.01, 0.00, -0.01], [0.02, 0.04, -0.01], [0.03, 0.01, 0.03], [0.00, -0.04, -0.01], [0.03, 0.03, 0.01], [-0.02, -0.02, 0.05], [0.02, 0.04, 0.03], [0.03, -0.07, 0.04], [-0.02, -0.01, 0.00], [0.01, 0.00, 0.02], [-0.05, 0.00, -0.02], [-0.02, 0.02, 0.04], [-0.06, 0.02, -0.01], [0.03, 0.02, 0.03], [0.02, -0.02, -0.01], [0.03, -0.01, -0.06], [0.02, -0.01, -0.01], [-0.01, -0.01, -0.01], [0.00, 0.03, -0.01], [0.01, -0.01, -0.01], [0.02, -0.01, 0.01], [-0.02, -0.01, 0.00], [-0.03, -0.02, -0.01], [-0.06, 0.05, 0.02], [0.03, -0.01, 0.00], [0.03, 0.03, 0.00], [0.04, -0.03, -0.24], [0.01, -0.06, 0.14], [-0.07, 0.00, 0.04], [-0.04, 0.00, 0.13], [0.04, 0.03, 0.02], [0.01, 0.12, -0.34], [0.10, -0.02, 0.07], [0.13, -0.04, 0.03], [-0.40, -0.15, 0.17], [-0.03, 0.01, -0.03], [0.01, -0.08, -0.02], [-0.02, -0.01, -0.01], [-0.03, -0.01, -0.03], [-0.01, 0.00, -0.01], [-0.01, -0.01, 0.00], [-0.01, -0.02, -0.03], [-0.02, 0.01, 0.06], [0.03, 0.11, 0.02], [0.21, -0.02, -0.14], [0.03, -0.01, -0.03], [0.03, 0.03, 0.05], [0.02, 0.01, 0.02], [0.01, 0.00, -0.03], [0.01, -0.01, -0.02], [-0.02, -0.02, 0.04], [-0.03, -0.06, -0.07], [-0.01, 0.01, 0.00], [-0.01, 0.00, 0.02], [0.00, 0.01, 0.01], [0.01, 0.01, 0.01]], "nbo_charge": [1.400, -0.602, -0.263, -0.594, 0.236, -0.330, 0.049, -0.331, -0.311, 0.524, -0.338, 0.049, -0.334, 0.237, -0.318, -0.254, -0.597, -0.601, -0.310, 0.024, -0.352, 0.273, -0.387, -0.281, -0.594, -0.596, 0.219, 0.230, 0.215, 0.212, 0.219, 0.209, 0.220, 0.253, 0.240, -0.005, 0.241, 0.249, 0.229, 0.216, 0.221, 0.219, 0.205, 0.204, 0.239, 0.238, 0.247, 0.204, 0.219, 0.220, 0.202, 0.213, 0.218, 0.222, -0.303, 0.737, -0.291, -0.294, 2.336, -0.777, -0.874, -0.925, -0.637, 0.270, -0.620, -0.642, -0.621, 0.237, 0.239, 0.216, 0.234, 0.218, 0.217, 0.238, 0.205, 0.248, 0.166, -0.091, -0.224, -0.206, -0.192, -0.192, -0.207, 0.217, 0.224, 0.227, 0.225, 0.226]}



3.
{"formula": "C5H14N2", "method": "ωB97M-V/def2-TZVPD", "multiplicity": 1, "e_above_lowest_ev": 3.451, "homo_lumo_gap_ha": 0.314, "energy_ha": -308.2962, "species": ["C", "C", "C", "C", "N", "H", "H", "H", "H", "H", "H", "H", "H", "H", "C", "N", "H", "H", "H", "H", "H"], "coordinates": [[-1.04861, 0.31201, -0.76466], [0.08381, 0.32581, -1.79987], [-1.82830, -1.00075, -0.81388], [0.15421, 1.61344, 0.89124], [-0.63024, 0.55378, 0.63406], [-1.74125, 1.12615, -1.00292], [-2.25778, -1.15525, -1.80474], [0.62683, 1.27114, -1.80316], [0.79965, -0.47248, -1.60011], [-0.32358, 0.17634, -2.80148], [-2.63436, -0.99167, -0.07983], [-1.17452, -1.84833, -0.59669], [0.44304, 2.29620, 0.09483], [0.07814, 2.04341, 1.88646], [1.24700, -1.16896, 1.24594], [2.09013, -0.09795, 1.41077], [1.55517, 0.85615, 1.05453], [2.21543, 0.11600, 2.39749], [1.37088, -1.72602, 0.32177], [1.00555, -1.77255, 2.11776], [-0.03118, -0.45644, 1.01248]], "forces_ev_per_a": [[0.18, -0.19, -0.10], [-0.10, 0.03, 0.16], [0.09, 0.11, 0.01], [-0.60, -0.48, -0.14], [0.24, 0.74, 0.20], [0.05, -0.03, 0.06], [0.01, 0.02, 0.02], [-0.01, -0.01, 0.00], [0.00, -0.03, 0.01], [0.00, 0.00, 0.03], [0.02, 0.00, -0.01], [0.01, 0.01, 0.01], [0.07, -0.09, -0.02], [0.12, -0.06, 0.01], [-0.83, 0.45, -0.30], [-0.17, 0.63, -0.01], [0.25, -0.47, 0.07], [0.03, -0.07, -0.05], [0.07, -0.06, 0.02], [-0.01, 0.06, -0.03], [0.59, -0.56, 0.07]], "nbo_charge": [-0.053, -0.628, -0.611, -0.282, -0.508, 0.196, 0.211, 0.209, 0.210, 0.215, 0.220, 0.206, 0.186, 0.191, -0.362, -0.737, 0.315, 0.358, 0.177, 0.193, 0.295]}



4.
{"formula": "C6H20N2OSi", "method": "ωB97M-V/def2-TZVPD", "charge": 2, "multiplicity": 1, "e_above_lowest_ev": 2.658, "homo_lumo_gap_ha": 0.311, "energy_ha": -714.1554, "species": ["C", "C", "C", "C", "C", "C", "N", "N", "O", "Si", "H", "H", "H", "H", "H", "H", "H", "H", "H", "H", "H", "H", "H", "H", "H", "H", "H", "H", "H", "H"], "coordinates": [[-2.10731, -1.24486, -1.84029], [-2.25876, 0.06326, 1.93714], [2.09323, 1.51675, -0.15686], [-1.33915, 0.09852, -1.37035], [1.97858, 0.25950, -1.01916], [-0.11030, -0.97620, 2.09998], [3.17780, 2.39580, -0.58164], [-1.50908, -1.00160, 2.62344], [0.56219, -2.08530, -1.50650], [0.29234, -0.65727, -0.90387], [-1.98996, -1.90301, -1.01324], [-3.14238, -0.80407, -2.05099], [-1.75236, -1.61010, -2.87957], [-2.22531, -0.11015, 0.78294], [-3.38085, -0.01653, 2.09908], [-1.71874, 1.03244, 2.03881], [1.12132, 1.96087, -0.26804], [2.27524, 1.28564, 0.97820], [-1.90416, 0.52234, -0.59274], [-1.17634, 0.67189, -2.25977], [2.23616, 0.53544, -2.03040], [2.89745, -0.37063, -0.73621], [0.40970, -1.99834, 2.21121], [0.38682, -0.07134, 2.56516], [3.74821, 2.04813, -1.34826], [3.89785, 2.59733, 0.22093], [3.02414, 3.37086, -0.88263], [-2.00754, -1.82036, 2.37057], [-1.48931, -0.94858, 3.63046], [0.01052, -2.74041, -2.11743]], "forces_ev_per_a": [[-0.76, 3.05, -2.23], [-1.56, 0.76, -2.56], [-1.33, -1.59, 2.22], [1.21, -2.80, -1.52], [2.16, -0.87, 1.53], [1.98, -0.68, -1.61], [3.50, 2.40, 1.37], [0.69, 0.81, -1.34], [-1.05, -3.12, -2.33], [0.17, 0.92, 1.91], [-0.73, -1.20, 0.15], [1.07, -1.45, 0.62], [-0.36, 0.32, 2.00], [0.27, -0.36, 2.71], [1.51, 0.69, 0.70], [-0.99, -0.60, 0.52], [-0.08, 1.22, 0.31], [-0.50, 0.34, -2.27], [-0.31, 1.17, 0.26], [-0.20, 0.99, -0.28], [-0.56, 0.02, -0.80], [-1.63, 0.13, -0.37], [-0.82, 1.92, 0.30], [-0.39, -1.44, -0.41], [0.09, -0.65, -0.18], [-1.48, -0.83, -1.55], [-1.08, -0.28, 0.09], [-0.13, -1.49, -0.07], [-0.38, 0.30, 0.58], [1.71, 2.30, 2.25]], "nbo_charge": [-0.624, -0.434, -0.241, -0.938, -0.940, -0.616, -0.693, -0.525, -1.145, 1.966, 0.204, 0.261, 0.236, 0.215, 0.256, 0.237, 0.233, 0.247, 0.240, 0.265, 0.257, 0.277, 0.237, 0.198, 0.451, 0.470, 0.464, 0.429, 0.434, 0.580]}